1.
The following is a DFT calculation (ωB97M-V/def2-TZVPD) of a structure of composition C28H24Cl2F3N2O7SbY at a distorted geometry.

CARTESIAN COORDINATES (ANGSTROEM)
Y  1.1470  -0.9963  0.6412
O  0.1378  -6.0880  3.5515
C  -0.4939  -6.1723  2.4003
O  -1.0504  -7.1651  2.0190
C  -0.5301  -4.9405  1.5423
C  -1.2834  -4.8664  0.3872
N  -1.0808  -3.6573  -0.1472
N  -0.2295  -2.9211  0.5767
C  0.1211  -3.6987  1.6129
C  1.1258  -3.1561  2.5991
O  1.2605  -3.6824  3.6852
O  1.7749  -2.1202  2.1736
H  0.5347  -5.2054  3.7256
H  -1.9309  -5.6110  -0.0463
H  -1.4762  -3.2963  -0.9995
Cl  -0.3503  -0.0396  2.8845
C  1.1096  0.6174  3.6609
Cl  2.3325  0.8402  2.3986
H  1.4731  -0.1048  4.3831
H  0.8690  1.5751  4.1058
C  3.1323  -2.3069  -3.1526
C  3.0753  -1.8282  -1.7198
C  4.4453  -1.7715  -1.0603
O  2.1888  -2.6804  -0.9153
C  2.3023  -0.4962  -1.5821
O  1.5089  -0.1264  -2.4252
O  2.4310  0.0751  -0.4180
H  3.6203  -3.2811  -3.2066
H  3.7023  -1.5980  -3.7518
H  2.1296  -2.3742  -3.5691
H  4.8629  -2.7775  -0.9877
H  4.3844  -1.3479  -0.0606
H  5.1231  -1.1594  -1.6544
H  2.6078  -3.5445  -0.8459
F  -1.7701  4.2626  -5.6045
C  -1.5007  3.5452  -4.5079
C  -2.5479  3.1054  -3.7218
C  -2.2643  2.3673  -2.5821
C  -0.9455  2.0800  -2.2496
C  0.0911  2.5120  -3.0696
C  -0.1829  3.2566  -4.2046
Sb  -0.5110  1.0846  -0.4104
C  0.2522  2.8273  0.5822
C  1.4314  3.3766  0.0852
C  1.9826  4.5058  0.6681
C  1.3412  5.0658  1.7585
F  1.8645  6.1575  2.3270
C  0.1819  4.5287  2.2847
C  -0.3638  3.3986  1.6906
C  -2.5029  0.9005  0.3784
C  -3.3570  1.9645  0.6597
C  -4.6464  1.7324  1.1130
C  -5.0723  0.4265  1.2760
F  -6.3142  0.1988  1.7104
C  -4.2529  -0.6539  1.0038
C  -2.9663  -0.4009  0.5545
H  -3.5665  3.3384  -4.0016
H  -3.0774  2.0163  -1.9618
H  1.1139  2.2446  -2.8464
H  0.6080  3.6039  -4.8556
H  1.9403  2.9110  -0.7496
H  2.8921  4.9528  0.2897
H  -0.2843  4.9982  3.1413
H  -1.2709  2.9692  2.0988
H  -3.0159  2.9825  0.5139
H  -5.3247  2.5456  1.3351
H  -4.6253  -1.6600  1.1433
H  -2.3108  -1.2384  0.3464

Computed properties:
**Orbital gap**: 8.5051 eV
**E_LUMO**: -3.1 eV
**Charge**: +1
**Energy relative to the best compared isomer or geometry (same formula, charge and spin)**: 150.24 kJ/mol
**2S+1**: 1

=====

2.
The following is a DFT calculation (ωB97M-V/def2-TZVPD) of a structure of composition C28H24F5MoN3O4S6.

CARTESIAN COORDINATES (ANGSTROEM)
Mo  -0.5719  -1.2350  -2.3781
F  -6.2531  -4.4981  -0.7962
C  -5.3994  -3.7436  -1.4514
C  -4.1749  -3.4259  -0.8808
F  -3.8386  -3.8624  0.3240
C  -3.3158  -2.6381  -1.6096
F  -2.0945  -2.3028  -1.0321
C  -3.5823  -2.1376  -2.8631
S  -2.4503  -1.1217  -3.7445
C  -4.8191  -2.4680  -3.4105
F  -5.1460  -2.0226  -4.6117
C  -5.7175  -3.2627  -2.7164
F  -6.8788  -3.5682  -3.2537
S  0.7517  -0.7273  -4.1101
S  1.4387  -2.2502  -5.2140
S  1.4637  -3.8675  -3.9640
S  -0.0872  -3.4817  -2.7261
C  2.9857  2.1991  4.6885
C  1.9588  1.2429  5.2785
S  1.2675  0.1375  4.0858
O  0.3011  -0.7177  4.7298
O  0.8477  0.8812  2.9133
C  2.6267  -0.8814  3.5360
C  2.0676  -2.0859  2.7704
N  1.8329  -1.7990  1.3415
C  0.6287  -1.6337  0.7545
N  0.7858  -1.4017  -0.5579
C  2.1388  -1.3825  -0.8033
C  2.7796  -1.6269  0.3565
N  4.2078  -1.7105  0.5348
O  4.8712  -1.5570  -0.4663
O  4.6282  -1.9384  1.6505
C  -0.6822  -1.7508  1.4485
H  3.3199  2.8917  5.4586
H  2.5497  2.7734  3.8733
H  3.8676  1.6748  4.3215
H  1.0791  1.7631  5.6649
H  2.3522  0.6150  6.0777
H  3.2229  -1.2141  4.3837
H  3.2378  -0.2428  2.9029
H  1.1124  -2.3936  3.1854
H  2.7428  -2.9322  2.8545
H  2.5778  -1.2582  -1.7764
H  -0.6015  -1.5274  2.5058
H  -1.0974  -2.7516  1.3222
H  -1.3728  -1.0185  1.0330
C  -1.9584  3.2376  2.0488
C  -0.8115  3.4759  1.3000
C  -0.5127  2.6835  0.2096
C  -1.3819  1.6489  -0.1505
C  -2.5323  1.4142  0.6101
C  -2.8189  2.2028  1.7074
C  -1.1697  0.8236  -1.3385
C  -0.2057  0.8434  -2.2705
C  0.6275  1.8898  -2.7890
C  2.0279  1.7839  -2.8190
C  2.7872  2.8308  -3.3046
C  2.1568  3.9706  -3.7927
C  0.7694  4.0802  -3.7769
C  0.0024  3.0530  -3.2641
H  -2.1838  3.8631  2.9019
H  -0.1483  4.2865  1.5690
H  0.3781  2.8826  -0.3704
H  -3.2231  0.6298  0.3154
H  -3.7147  2.0231  2.2848
H  -1.9888  0.0859  -1.3991
H  2.5072  0.9020  -2.4182
H  3.8661  2.7624  -3.3070
H  2.7518  4.7839  -4.1857
H  0.2914  4.9716  -4.1581
H  -1.0771  3.1292  -3.2324

Computed properties:
**Orbital gap (alpha / beta)**: 5.5422 / 5.5397 eV
**E_LUMO (alpha / beta)**: -8.5 / -8.5 eV
**Charge**: +2
**Energy relative to the best compared isomer or geometry (same formula, charge and spin)**: 0.00 kJ/mol
**2S+1**: 1

=====

3.
The following is a DFT calculation (ωB97M-V/def2-TZVPD) of a structure of composition C28H24I2IrN2O3S5.

CARTESIAN COORDINATES (ANGSTROEM)
Ir  -1.1081  0.4306  -0.1788
I  -5.5088  2.9111  1.1601
C  -5.1925  0.9686  0.5039
C  -6.2739  0.1058  0.2675
C  -6.0938  -1.1937  -0.1344
I  -7.7693  -2.4018  -0.4327
C  -4.7870  -1.7046  -0.3205
C  -4.4362  -3.0325  -0.6605
C  -3.1188  -3.3902  -0.7291
C  -2.1174  -2.4292  -0.5147
N  -2.4156  -1.1787  -0.2596
C  -3.7193  -0.8114  -0.1234
C  -3.8915  0.5365  0.3118
O  -2.8397  1.2799  0.5099
H  -7.2754  0.4848  0.4197
H  -5.2161  -3.7607  -0.8369
H  -2.8302  -4.4071  -0.9535
H  -1.0643  -2.6803  -0.5450
O  -1.0455  7.1235  -1.3252
C  -0.9763  5.9336  -1.2442
S  0.1284  5.0891  -0.1323
C  -0.3340  3.4713  -0.5709
C  -1.3249  3.3321  -1.5538
S  -1.8512  1.8572  -2.1716
S  -1.9678  4.8163  -2.2048
S  0.4503  2.1455  0.1343
C  1.6015  -2.4680  -2.6678
S  1.5491  -0.7934  -2.0294
O  0.0822  -0.6121  -1.6971
C  1.7962  0.1084  -3.5438
C  0.7290  0.2992  -4.4094
C  0.9331  1.0359  -5.5638
C  2.1861  1.5713  -5.8371
C  3.2406  1.3827  -4.9562
C  3.0463  0.6527  -3.7923
H  0.9726  -2.5362  -3.5534
H  1.2260  -3.1151  -1.8767
H  2.6346  -2.7209  -2.9010
H  -0.2465  -0.0966  -4.1609
H  0.1107  1.2019  -6.2463
H  2.3366  2.1509  -6.7381
H  4.2092  1.8160  -5.1647
H  3.8541  0.5162  -3.0836
C  -0.2672  2.1843  3.7209
N  -1.2356  1.2898  4.3116
C  -0.8020  0.7157  5.5634
C  -1.8623  0.3789  3.3599
C  -0.9255  -0.6555  2.7491
C  -0.5717  -1.7217  3.5790
C  0.3950  -2.6502  3.2329
C  1.0521  -2.5036  2.0259
C  0.6664  -1.4864  1.1640
C  -0.3430  -0.5635  1.4631
H  0.1996  2.7792  4.5072
H  -0.7644  2.8652  3.0251
H  0.5318  1.6662  3.1694
H  -0.5516  1.5206  6.2568
H  0.0792  0.0591  5.4836
H  -1.6169  0.1349  6.0013
H  -2.3147  0.9868  2.5885
H  -2.6683  -0.1391  3.8908
H  -1.0801  -1.8234  4.5309
H  0.6453  -3.4599  3.9063
H  1.8468  -3.1836  1.7437
H  1.1884  -1.4030  0.2174

Computed properties:
**Orbital gap (alpha / beta)**: 7.0572 / 5.7481 eV
**E_LUMO (alpha / beta)**: -0.3 / -1.8 eV
**Energy relative to the best compared isomer or geometry (same formula, charge and spin)**: 64.67 kJ/mol
**2S+1**: 2

=====

no.,molecular weight (g/mol)
1,839.1
2,849.8
3,1042.9